A cluster of 2 separate species, C4H8N2O in total in a non-equilibrium geometry. Source: OMol25; level of theory: the ωB97M-V functional and the def2-TZVPD basis.

Last columns: bonded neighbours and bond lengths (Å).
Geometry (Å):
1 C -1.902 0.233 -1.004  C2 1.530, H7 1.070, H8 1.057, H9 1.076
2 C -0.822 0.641 0.000  C1 1.530, C3 1.457, N6 1.336
3 C -0.407 -0.013 1.235  C2 1.457, C4 1.381, H10 1.032
4 C 0.574 0.839 1.704  C3 1.381, O5 1.339, H11 1.130
5 O 0.708 1.904 0.903  C4 1.339, N6 1.349
6 N -0.131 1.776 -0.145  C2 1.336, O5 1.349
7 H -1.815 -0.617 -1.647  C1 1.070
8 H -2.023 1.167 -1.484  C1 1.057
9 H -2.846 0.087 -0.507  C1 1.076
10 H -0.621 -0.937 1.639  C3 1.032
11 H 1.239 0.812 2.617  C4 1.130
12 N 2.191 -1.275 -0.764  H13 1.031, H14 0.938, H15 1.010
13 H 1.759 -1.775 0.028  N12 1.031
14 H 1.604 -0.760 -1.282  N12 0.938
15 H 2.491 -2.081 -1.294  N12 1.010

Summary:
multiplicity = 1
charge = 0
SMILES = Cc1ccon1.N
gap between HOMO and LUMO = 10.77 eV
E_HOMO = -0.362 Eh
energy above the lowest of the compared OMol25 structures with the same formula, charge and spin = 3.067 eV
total energy = -341.89093 a.u.
molar mass = 100.12 g/mol
strongest force on any atom = 5.4 eV/A